Record 1
Density functional theory data (ωB97M-V/def2-TZVPD) for a cluster of 2 separate species, C10H16O in total in a non-equilibrium geometry.

- SMILES = CCc1ccc(O)cc1.CC
- Kohn-Sham gap (eV) = 9.73
- charge = 0
- energy (eV) = -12676.65189
- 2S+1 = 1
- energy relative to the best compared isomer or geometry (same formula, charge and spin) (kcal per mole) = 24.7

```
27
Properties=species:S:1:pos:R:3:forces:R:3:nbo_charge:R:1
C -1.6820 0.7500 -3.6228 -0.09 -0.62 -0.52 -0.597
C -0.9596 -0.5027 -3.1126 0.31 0.35 0.08 -0.414
C -0.9470 -0.5574 -1.5999 0.31 0.01 -0.57 -0.026
C -1.6882 -1.4855 -0.9054 0.11 0.09 0.72 -0.196
C -1.7444 -1.4494 0.4974 -0.95 -0.25 -0.80 -0.248
C -1.0047 -0.5351 1.2000 0.38 0.09 -0.34 0.266
O -0.9145 -0.5548 2.5743 -0.04 -0.19 0.42 -0.711
C -0.1718 0.3272 0.4882 0.17 0.45 0.57 -0.246
C -0.1635 0.3594 -0.8826 -0.58 -0.63 -0.42 -0.201
H -2.7582 0.6069 -3.5728 -0.18 0.24 0.59 0.206
H -1.5287 0.8820 -4.6924 0.42 0.15 -0.08 0.207
H -1.3454 1.6260 -3.0822 -0.19 0.26 0.00 0.206
H -1.4469 -1.3787 -3.5321 0.06 -0.22 0.04 0.207
H 0.0787 -0.4885 -3.4734 -0.20 -0.07 0.03 0.206
H -2.2039 -2.2861 -1.4181 -0.25 0.17 -0.13 0.209
H -2.5064 -2.0712 0.9450 0.36 -0.28 0.50 0.217
H -1.5939 -0.0531 3.0345 -0.14 0.05 -0.35 0.488
H 0.4594 0.9799 1.0703 0.08 0.20 -0.06 0.222
H 0.4356 1.0521 -1.4527 0.22 0.21 0.17 0.211
C 2.2337 0.2518 3.1351 -0.40 -0.60 0.43 -0.624
C 3.1969 0.9846 2.2180 -0.14 0.06 0.32 -0.611
H 2.4729 -0.8080 3.1806 0.36 -0.16 0.11 0.202
H 2.2305 0.6145 4.1632 0.28 0.16 0.02 0.198
H 1.1806 0.2121 2.8613 0.18 0.48 -0.36 0.224
H 4.2037 0.9640 2.6351 0.06 -0.12 -0.06 0.205
H 2.9455 2.0346 2.1086 -0.16 0.19 -0.11 0.198
H 3.2214 0.5256 1.2354 0.04 -0.01 -0.20 0.204
```
Forces are in eV/Å.

Record 2
Density functional theory data (ωB97M-V/def2-TZVPD) for a cluster of 2 separate species, C10H16O2 in total in a non-equilibrium geometry.

- ⟨S²⟩ = 0.761
- Kohn-Sham gap (spin up / spin down) (eV) = 3.15 / 7.05
- charge = -1
- energy (eV) = -14720.69024
- 2S+1 = 2
- energy relative to the best compared isomer or geometry (same formula, charge and spin) (kcal per mole) = 33.0

```
28
Properties=species:S:1:pos:R:3:forces:R:3:lowdin_spin:R:1
C -1.5408 -0.5078 2.0734 4.99 -1.72 1.58 0.014
C -2.5782 0.4495 2.3185 -4.29 2.03 1.77 0.008
O -1.4295 -1.3571 3.2986 -0.94 -1.29 -0.69 0.005
H -1.4741 -1.1735 1.1853 -0.79 0.85 0.43 0.005
H -0.4791 -0.1252 2.2035 -1.56 0.60 -1.07 0.005
H -2.7559 0.5249 3.4932 0.37 -0.33 -2.41 0.001
H -1.6980 -2.2553 3.0389 0.11 0.47 0.32 0.003
H -3.5749 0.1460 1.8584 1.00 0.12 0.69 0.002
H -2.5072 1.5125 2.0286 0.79 -0.59 -0.33 0.001
C -0.5017 -1.8855 -1.3147 -1.45 -0.05 1.15 0.030
C 0.4070 -2.7080 -2.1587 0.92 -0.31 -2.72 0.010
C 0.1836 -0.5421 -1.0836 -0.58 -1.77 1.46 0.065
C 0.0644 0.4791 -2.0130 -0.85 -0.85 -3.77 0.258
C 0.8543 -0.4133 0.1308 -1.24 -2.06 -0.45 0.090
C 0.5658 1.7324 -1.6565 -0.23 1.82 -0.35 0.138
C 1.5318 0.7603 0.3994 1.03 2.84 0.43 0.197
C 1.2985 1.8449 -0.5346 1.73 -0.67 0.97 0.048
O 2.0765 3.0103 -0.3775 1.17 0.51 -1.41 0.009
H -1.4711 -1.6721 -1.8931 0.95 -0.59 1.21 0.016
H -0.6744 -2.4525 -0.2761 0.03 1.26 -2.10 0.009
H 1.4442 -2.3923 -1.8902 -0.57 -0.67 -0.60 0.003
H 0.0188 0.3007 -3.2017 -0.37 -0.06 2.70 0.035
H 0.7334 -1.3050 0.8269 0.60 1.43 -0.73 0.006
H 0.2763 2.6487 -2.2134 0.58 -0.60 0.20 0.009
H 2.1915 0.9883 1.2644 -0.56 -0.45 -0.70 0.025
H 2.6005 3.0889 -1.2489 -1.47 -0.16 2.18 0.001
H 0.1755 -2.5270 -3.2639 0.75 0.63 1.14 0.006
H 0.3107 -3.7888 -2.2464 -0.11 -0.37 1.12 0.002
```
Forces are in eV/Å.

Record 3
Density functional theory data (ωB97M-V/def2-TZVPD) for a cluster of 2 separate species, C10H16OSi in total in a non-equilibrium geometry.

- Kohn-Sham gap (eV) = 8.95
- charge = 0
- energy (eV) = -20552.56806
- 2S+1 = 1
- energy relative to the best compared isomer or geometry (same formula, charge and spin) (kcal per mole) = 80.9

```
28
Properties=species:S:1:pos:R:3:forces:R:3:nbo_charge:R:1
C 1.7917 -3.2239 -2.0754 0.80 -1.32 0.06 -0.249
C 1.8140 -1.9728 -2.6662 -0.75 1.66 -2.25 -0.207
C 1.4478 -3.3087 -0.7331 -0.24 -0.59 0.09 -0.194
C 1.2505 -0.8092 -2.0426 1.38 -0.68 0.88 -0.293
C 1.1509 -2.1832 0.0129 -0.01 0.47 0.47 -0.314
C 1.0880 -0.9729 -0.6530 -2.23 3.50 0.77 -0.169
C -1.5537 3.3748 -0.1766 1.43 2.14 1.39 -0.621
C -1.2814 -0.8654 2.4209 2.85 0.39 -2.41 -0.620
C -0.4382 2.4287 -0.6212 0.78 -0.15 3.88 -0.881
C -1.5817 0.4277 1.6391 0.82 0.13 -1.90 -0.896
O 1.1203 1.6518 1.7851 -0.39 -0.65 -0.65 -1.102
Si -0.0132 1.0623 0.7017 0.08 -1.59 -1.74 1.781
H 2.1122 -4.2379 -2.5311 -0.50 2.22 0.22 0.223
H 2.1444 -1.8155 -3.7310 -0.34 -0.54 1.10 0.210
H 1.3772 -4.3096 -0.3376 0.12 -0.05 0.50 0.207
H 1.1416 0.2063 -2.5616 0.25 -1.83 0.76 0.225
H 0.9611 -2.1616 1.1027 0.19 -0.53 -0.86 0.220
H -2.4442 2.9562 -0.4482 -2.62 -0.58 -1.15 0.207
H -1.7689 3.7111 0.8886 1.06 -1.30 -0.52 0.207
H -1.3713 4.3908 -0.5672 -0.47 -0.51 -0.68 0.213
H -1.1417 -1.6062 1.6224 -0.64 -0.42 0.53 0.215
H -0.2119 -0.8930 2.8838 -2.24 0.47 0.02 0.215
H -2.1450 -0.9755 2.9919 -0.80 -1.17 1.64 0.215
H 0.4761 2.9726 -0.5618 1.05 0.58 -0.14 0.223
H -0.4962 2.1179 -1.6071 -0.62 -0.77 -1.85 0.238
H -1.9235 1.1637 2.3334 -0.14 0.93 0.40 0.222
H -2.4127 0.3393 0.8462 1.13 -0.26 1.20 0.230
H 0.9078 2.5323 2.0848 0.04 0.46 0.27 0.492
```
Forces are in eV/Å.

Record 4
Density functional theory data (ωB97M-V/def2-TZVPD) for a cluster of 2 separate species, C10H16S in total in a non-equilibrium geometry.

- SMILES = Cc1ccccc1.CCSC
- Kohn-Sham gap (eV) = 9.26
- charge = 0
- energy (eV) = -21464.09585
- 2S+1 = 1
- energy relative to the best compared isomer or geometry (same formula, charge and spin) (kcal per mole) = 17.4

```
27
Properties=species:S:1:pos:R:3:forces:R:3:nbo_charge:R:1
C -0.4979 0.2082 -2.5815 0.59 -0.90 0.40 -0.637
C 0.5636 0.9716 -1.8186 -1.42 -0.85 0.37 0.012
C 1.8977 0.7282 -2.0689 0.54 0.86 0.43 -0.232
C 2.8538 1.6313 -1.5803 0.10 -0.09 -0.83 -0.196
C 2.4731 2.7460 -0.8513 -0.90 -0.51 0.59 -0.236
C 1.1352 2.8060 -0.4280 0.55 -0.29 1.00 -0.194
C 0.2059 1.8478 -0.7873 0.55 1.12 -1.20 -0.236
H -1.4934 0.3350 -2.1802 -0.18 0.14 0.13 0.212
H -0.2374 -0.8575 -2.5139 -0.28 0.05 -0.17 0.216
H -0.5371 0.4509 -3.6422 0.18 0.23 0.02 0.227
H 2.2043 -0.1667 -2.5940 -0.02 0.21 -0.43 0.214
H 3.8720 1.4975 -1.9291 0.11 0.00 0.40 0.212
H 3.1633 3.4642 -0.4362 0.24 0.06 -0.32 0.217
H 0.8306 3.5185 0.3287 0.15 0.27 -0.12 0.207
H -0.7898 1.9531 -0.3782 -0.17 -0.24 -0.35 0.215
C -2.1382 -0.3809 0.7863 0.52 -0.13 0.47 -0.628
C -0.7634 -0.9761 1.2908 -1.80 0.51 -0.83 -0.551
S -0.9372 -2.7032 1.7280 0.26 -0.42 0.14 0.202
C -1.9297 -2.5189 3.2197 0.62 0.88 0.38 -0.753
H -1.9621 0.0479 -0.1905 -0.21 0.23 -0.10 0.205
H -2.5654 0.3807 1.4430 0.21 0.03 -0.02 0.204
H -2.8930 -1.1518 0.6743 -0.01 -0.22 -0.04 0.217
H -0.1410 -0.9521 0.4006 0.58 -0.04 0.34 0.232
H -0.3811 -0.3464 2.0907 0.39 -0.21 0.00 0.215
H -2.4050 -3.4532 3.4942 -0.21 0.03 -0.15 0.232
H -1.2817 -2.1957 4.0398 0.03 -0.27 0.03 0.210
H -2.6150 -1.6790 3.0924 -0.44 -0.44 -0.14 0.215
```
Forces are in eV/Å.